ORCA calculation (ωB97M-V/def2-TZVPD) on one molecule with the formula C5H10O5.

```
! RIJCOSX wB97M-V def2-TZVPD def2/J DEFGRID3
* xyz 0 1
H -0.07321 3.80462 0.89533
O 0.43037 2.93255 0.95448
C -0.22165 1.97569 0.16892
C 0.73280 0.69129 0.11782
C -0.03092 -0.76053 0.04116
C 1.10331 -1.74493 -0.26790
C -1.33434 -0.94907 -0.99715
O -1.73072 -0.04920 -1.70767
O -0.52942 -0.67438 1.18981
O -2.60333 -1.85192 -0.53119
H -2.04212 -2.17393 0.32100
O 1.33653 0.58987 1.39927
H 1.68586 1.40790 1.73062
H -1.12821 1.55413 0.62320
H -0.40990 2.33754 -0.85822
H 1.53855 0.88461 -0.65197
H 1.78382 -1.48345 -1.11305
H 1.72864 -1.95464 0.65736
H 0.63980 -2.70059 -0.47008
H -0.87585 -1.83555 -1.50175
*
```

Calculated values
E, eV: -15577.482
Max |F|, hartree/bohr: 0.1215
Energy above the lowest of the compared OMol25 structures with the same formula, charge and spin, kJ/mol: 741.2
E_HOMO (spin up / spin down), eV: -10.2 / -9.9

---

ORCA calculation (ωB97M-V/def2-TZVPD) on a 3-piece molecular cluster, C5H10OS overall.

```
! RIJCOSX wB97M-V def2-TZVPD def2/J DEFGRID3
* xyz 0 1
O 0.53181 1.61566 -1.12958
C 1.18879 0.87642 -1.66658
C 1.42442 -0.53970 0.93988
C 0.68922 0.48118 1.76760
C -0.21785 0.02815 2.61254
S -2.10025 -1.03046 -0.52229
C -1.68974 -0.15598 -2.00801
H 0.78433 0.12189 -2.46374
H 1.72104 -1.39772 1.51083
H 2.18073 -0.08745 0.29312
H 0.73384 -0.97899 0.20320
H 0.56712 1.48785 1.40118
H -0.28815 -1.05216 2.70342
H -0.84527 0.61495 3.26767
H -1.69937 0.93530 -1.93728
H -0.61995 -0.50678 -2.15037
H -2.36070 -0.41216 -2.82158
*
```

Calculated values
E, eV: -18223.301
Max |F|, hartree/bohr: 0.0474
Energy above the lowest of the compared OMol25 structures with the same formula, charge and spin, kJ/mol: 636.6
E_HOMO, eV: -7.5

---

ORCA calculation (ωB97M-V/def2-TZVPD) on one molecule with the formula C5H10S.

```
! RIJCOSX wB97M-V def2-TZVPD def2/J DEFGRID3
* xyz 0 1
C -1.78417 0.56593 0.32905
C -0.77300 0.01440 -0.61226
C 0.61357 0.08898 -0.06978
S 1.31669 1.73975 0.08882
C 1.56084 -0.96261 -0.51715
C 0.96834 -0.89172 0.93136
H -2.80700 0.41525 -0.00719
H -1.68164 1.66663 0.34282
H -1.62816 0.23972 1.36651
H -0.86751 0.67239 -1.53654
H -0.99620 -1.06920 -0.84027
H 0.30254 2.17950 -0.59479
H 2.60627 -0.59079 -0.61211
H 1.32894 -1.82426 -1.21192
H 1.61765 -0.57921 1.79601
H 0.22282 -1.66477 1.14745
*
```

Calculated values
SMILES: CCC1(S)CC1
E, eV: -16181.076
Max |F|, hartree/bohr: 0.0392
Energy above the lowest of the compared OMol25 structures with the same formula, charge and spin, kJ/mol: 135.3
E_HOMO, eV: -8.9

---

ORCA calculation (ωB97M-V/def2-TZVPD) on one molecule with the formula C5H10S3.

```
! RIJCOSX wB97M-V def2-TZVPD def2/J DEFGRID3
* xyz 0 1
C -0.94677 -1.35687 1.10488
C -0.26577 -0.11497 0.54729
C -1.14912 1.06327 0.84841
C 0.44631 -0.41468 -0.90578
S -0.86581 -0.34324 -2.36004
C 1.68106 0.46353 -1.21196
S 1.31317 2.05685 -1.74001
S 3.18199 -0.27729 -0.98593
H -1.26034 -1.02275 2.06744
H -0.21184 -2.23403 1.51180
H -1.79103 -1.81893 0.49881
H 0.52853 -0.04644 1.24065
H -2.31195 0.75721 0.79898
H -0.89623 2.13223 0.27184
H -0.84685 0.85927 2.03118
H 0.85627 -1.50455 -0.65172
H -1.33077 1.03707 -1.71141
H 3.86914 0.76433 -1.35443
*
```

Calculated values
SMILES: CC(C)[C@@H](S)C(=S)S
E, eV: -37849.097
Max |F|, hartree/bohr: 0.0860
Energy above the lowest of the compared OMol25 structures with the same formula, charge and spin, kJ/mol: 373.9
E_HOMO, eV: -8.6

---

ORCA calculation (ωB97M-V/def2-TZVPD) on a 2-piece molecular cluster, C5H10S3 overall.

```
! RIJCOSX wB97M-V def2-TZVPD def2/J DEFGRID3
* xyz 0 1
S 1.27210 1.97423 -1.73002
C 1.30973 0.44018 -2.42525
S 2.75518 -0.22860 -3.02254
S -0.11218 -0.49432 -3.10408
H 2.01471 -1.16670 -3.61120
H -0.92564 0.58943 -3.15613
C 1.25401 -0.60095 -0.33633
C 0.01730 -0.42019 -0.02001
C -0.35192 0.63721 1.02652
C -1.54634 0.29117 1.97775
H 2.02603 -0.12460 0.12086
H 1.50096 -1.54415 -0.98162
H -0.68330 -1.02016 -0.46646
H 0.56605 0.70865 1.64872
H -0.79070 1.57595 0.44121
H -1.39532 -0.71141 2.51103
H -1.60761 1.05394 2.86086
H -2.58109 0.07239 1.45975
*
```

Calculated values
SMILES: S=C(S)S.C=CCC
E, eV: -37849.333
Max |F|, hartree/bohr: 0.1036
Energy above the lowest of the compared OMol25 structures with the same formula, charge and spin, kJ/mol: 351.2
E_HOMO, eV: -8.6

---

ORCA calculation (ωB97M-V/def2-TZVPD) on C5H10S3 as an isolated structure.

```
! RIJCOSX wB97M-V def2-TZVPD def2/J DEFGRID3
* xyz 0 1
C -1.16292 -1.53504 1.01342
C -0.36423 -0.31066 0.67909
C 0.43660 -0.75049 -0.55336
C 1.28035 0.37616 -1.12697
C -1.29703 0.83883 0.12616
H -1.95465 -1.08637 1.66723
H -1.42529 -1.94136 0.11502
H -0.51793 -2.33139 1.58937
H 0.24577 0.17436 1.43601
H 0.85507 -1.83644 -0.45052
H -0.32046 -0.69397 -1.32932
H 0.79984 1.26320 -1.50892
H 1.67327 0.09871 -1.98032
H 2.97928 2.01478 -0.84042
H -0.50354 2.13245 2.02487
S 2.80103 0.72281 -0.08481
S -1.09733 2.51092 0.35019
S -2.42785 0.35350 -1.12672
*
```

Calculated values
E, eV: -37848.761
Max |F|, hartree/bohr: 0.1029
Energy above the lowest of the compared OMol25 structures with the same formula, charge and spin, kJ/mol: 406.4
E_HOMO, eV: -8.7

---

ORCA calculation (ωB97M-V/def2-TZVPD) on C5H11AgClO5P as an isolated structure.

```
! RIJCOSX wB97M-V def2-TZVPD def2/J DEFGRID3
* xyz 0 1
Ag 0.16885 -0.34501 0.05178
Cl 2.00228 -0.68234 4.69503
C 0.96662 0.61252 4.00921
C 0.68957 0.32600 2.54687
O 1.39485 0.89900 1.68281
O -0.24001 -0.48906 2.27771
H 1.50340 1.54629 4.11674
H 0.04283 0.61876 4.57581
C 0.22271 -1.20050 -4.50686
O 0.22963 0.10518 -3.91239
P -0.02932 0.26475 -2.34264
O -1.62700 0.22291 -2.21123
C -2.48643 1.12209 -2.94355
O 0.24305 1.84222 -2.20984
C 1.57959 2.30743 -1.94887
H 0.33877 -1.06258 -5.57618
H -0.71972 -1.71234 -4.31084
H 1.04842 -1.80459 -4.12940
H -3.46513 0.65633 -2.98714
H -2.10513 1.28449 -3.94961
H -2.54776 2.07183 -2.41802
H 1.49883 3.35915 -1.69870
H 2.20291 2.18822 -2.83450
H 2.01671 1.77545 -1.10212
*
```

Calculated values
E, eV: -41412.510
Max |F|, hartree/bohr: 0.0255
E_HOMO, eV: -9.0

---

ORCA calculation (ωB97M-V/def2-TZVPD) on C5H11AuClCoNO as an isolated structure.

```
! RIJCOSX wB97M-V def2-TZVPD def2/J DEFGRID3
* xyz -1 7
Co 0.48384 0.76689 -1.00927
Cl 0.29815 -1.61016 -0.84290
C 2.59636 0.49751 -1.42843
C 0.28429 0.88037 -3.19072
H 2.90797 1.08705 -2.30918
H 3.26677 0.75672 -0.57551
H 2.76979 -0.55247 -1.70470
H 1.15633 1.42520 -3.65840
H -0.67094 1.37203 -3.51695
H 0.32547 -0.16547 -3.60844
Au -0.77652 -0.30592 1.01828
C 0.44902 -1.72252 2.17975
C -1.39958 1.59225 0.78613
H 1.48550 -1.72455 1.79718
H 0.43215 -1.45210 3.23825
H -0.13131 -2.61778 2.00945
H -2.44798 1.96249 0.87956
H -0.61630 2.35375 1.07242
O -4.54784 -1.34481 3.18251
C -3.46139 -0.89076 2.92399
N -2.40380 -0.30772 2.75698
*
```

Calculated values
⟨S²⟩: 12.02
E, eV: -62736.874
Max |F|, hartree/bohr: 0.0455
Energy above the lowest of the compared OMol25 structures with the same formula, charge and spin, kJ/mol: 43.4
E_HOMO (spin up / spin down), eV: -4.0 / -4.7

---

ORCA calculation (ωB97M-V/def2-TZVPD) on C5H11AuO4 as an isolated structure.

```
! RIJCOSX wB97M-V def2-TZVPD def2/J DEFGRID3
* xyz 1 4
C 3.13717 -0.37277 -0.21342
O 2.82782 0.93867 -0.56529
C 1.95578 -1.31060 -0.45886
O 0.81058 -0.66498 0.12000
C -0.48040 -1.18035 -0.21444
C -1.46249 -0.11221 0.09485
O -1.03024 1.14770 -0.26749
C -2.04216 2.16625 -0.34595
Au 0.95730 1.23162 -0.23420
H 3.42170 -0.44711 0.85550
H 3.98982 -0.76777 -0.79618
H 2.09813 -2.29677 0.00467
H 1.77076 -1.43304 -1.53861
H -0.70243 -2.08911 0.36038
H -0.48633 -1.43351 -1.29025
H -2.25313 -0.33947 2.41502
H -1.58458 3.04424 -0.81103
H -2.87195 1.78528 -0.95355
H -2.38230 2.40681 0.66886
H -2.50982 -0.24926 0.36445
O -3.16322 -0.02361 2.80555
*
```

Calculated values
⟨S²⟩: 3.76
E, eV: -17229.606
Max |F|, hartree/bohr: 0.0978
Energy above the lowest of the compared OMol25 structures with the same formula, charge and spin, kJ/mol: 2.2
E_HOMO (spin up / spin down), eV: -13.0 / -13.6

---

ORCA calculation (ωB97M-V/def2-TZVPD) on one molecule with the formula C5H11B.

```
! RIJCOSX wB97M-V def2-TZVPD def2/J DEFGRID3
* xyz 0 1
C 2.72314 0.55459 0.95655
C 1.53204 0.86930 0.37664
C 0.78664 0.10145 -0.62376
B -0.72795 -0.24418 -0.28144
C -1.48768 -1.38505 -1.16249
C -1.30824 0.50492 1.00425
H 3.24319 1.23020 1.55289
H 3.07254 -0.41404 0.66074
H 1.13858 1.92395 0.43130
H 0.34695 0.65891 -1.48283
H 1.44716 -0.57970 -1.27342
H -2.53188 -1.36822 -0.82314
H -0.98175 -2.38587 -0.93515
H -1.54305 -1.13941 -2.22530
H -1.28990 1.63394 1.04580
H -0.48949 0.49824 1.77647
H -2.20467 0.12919 1.42864
*
```

Calculated values
SMILES: C=CCB(C)C
E, eV: -6038.220
Max |F|, hartree/bohr: 0.0787
Energy above the lowest of the compared OMol25 structures with the same formula, charge and spin, kJ/mol: 128.4
E_HOMO, eV: -9.0